ORCA calculation (wB97M-V/def2-TZVPD) on an isolated molecule of C4H5O2P in a non-equilibrium geometry.

Geometry as ORCA input:
```
! RIJCOSX wB97M-V def2-TZVPD def2/J DEFGRID3
* xyz 0 1
C 0.30682 0.01993 1.67715
C 0.13742 -1.87175 0.16515
C 0.18335 1.21113 0.98446
C -0.44061 1.20559 -0.46105
O 0.41068 2.28632 1.54965
O 0.87660 -1.31287 -0.92406
P -0.57117 -0.63664 -0.84164
H 1.25520 -0.49216 1.88831
H -0.13167 -2.96412 0.03726
H -1.42457 1.74501 -0.74058
H 0.19213 1.67134 -1.20902
H -0.79417 -0.86179 -2.12564
*
```

For the HOMO energy, the calculation gives -8.47 eV. Its energy above the lowest of the compared OMol25 structures with the same formula, charge and spin is 7.0702 eV. The value obtained for the HOMO-LUMO gap is 7.88 eV.